(1)
The following is a DFT calculation (ωB97M-V with the def2-TZVPD basis set) of C24H39N4O3RuSe3Te as an isolated structure.

XYZ file:
```
75
Properties=species:S:1:pos:R:3:mulliken_spin:R:1
Ru -0.822 -0.534 0.525 1.649
Se -0.777 0.302 2.830 0.138
Se 0.646 3.688 3.981 0.265
Te -1.290 2.801 2.663 0.417
Se -2.436 1.217 0.472 1.008
C 5.558 0.581 3.177 0.000
O 4.576 -0.267 2.619 -0.001
C 3.483 -0.562 3.419 0.016
C 3.092 0.208 4.498 -0.026
C 2.009 -0.191 5.278 0.041
C 1.352 -1.368 4.975 -0.020
C 1.740 -2.140 3.888 0.064
C 2.796 -1.742 3.077 -0.021
N 3.258 -2.463 1.988 0.125
C 2.781 -3.661 1.481 0.547
C 1.435 -4.102 1.369 -0.061
C 1.199 -5.489 1.253 0.144
C -0.075 -6.014 1.181 -0.095
C -1.170 -5.153 1.236 0.177
C -0.973 -3.781 1.303 -0.027
C 0.308 -3.226 1.308 0.140
O 0.543 -1.927 1.245 0.041
H 6.396 0.587 2.485 0.000
H 5.887 0.217 4.153 -0.001
H 5.195 1.607 3.299 0.000
H 3.623 1.116 4.749 -0.001
H 1.691 0.423 6.109 0.004
H 0.516 -1.694 5.579 0.000
H 1.219 -3.062 3.663 -0.002
H 4.204 -2.234 1.730 -0.015
H 3.562 -4.343 1.166 0.015
H 2.056 -6.155 1.247 -0.003
H -0.216 -7.084 1.103 -0.002
H -2.178 -5.550 1.224 0.014
H -1.820 -3.107 1.337 -0.049
C -3.088 -0.624 -2.704 0.056
C -2.607 -1.721 -1.749 -0.020
C -1.982 -2.883 -2.535 -0.012
C -3.765 -2.227 -0.885 0.060
N -1.546 -1.216 -0.923 0.330
H -3.939 -0.984 -3.287 0.005
H -2.292 -0.339 -3.393 -0.015
H -3.398 0.257 -2.141 0.005
H -2.746 -3.340 -3.168 -0.001
H -1.588 -3.636 -1.853 -0.001
H -1.170 -2.526 -3.171 0.001
H -4.599 -2.532 -1.520 -0.002
H -4.106 -1.439 -0.213 -0.001
H -3.450 -3.085 -0.291 -0.009
N 2.968 3.434 1.764 0.012
C 3.079 2.221 0.885 0.023
C 1.704 1.574 0.894 -0.056
N 1.605 0.280 0.285 0.129
H 3.793 4.028 1.766 -0.001
H 2.707 3.171 2.740 0.005
H 2.146 4.001 1.527 -0.007
H 3.827 1.560 1.321 0.001
H 3.409 2.554 -0.100 -0.001
H 0.982 2.244 0.418 -0.005
H 1.395 1.480 1.936 0.020
H 2.006 -0.494 0.806 -0.019
H 1.875 0.258 -0.686 -0.012
C 0.398 3.076 -3.727 0.011
C 1.325 1.882 -4.001 0.000
C 0.714 0.809 -3.114 0.001
O 0.343 1.506 -1.935 0.025
C -0.198 2.762 -2.339 0.012
H -0.391 3.125 -4.478 -0.001
H 0.926 4.028 -3.746 0.001
H 2.346 2.093 -3.676 0.000
H 1.355 1.603 -5.054 0.000
H 1.388 -0.001 -2.835 -0.005
H -0.170 0.362 -3.587 0.003
H 0.065 3.494 -1.575 -0.016
H -1.290 2.695 -2.374 -0.001
```

Summary:
E_LUMO (alpha / beta) in eV: -0.5 / -1.5
Net charge: 0
E_tot in hartree: -8949.6995
Spin multiplicity: 6
Orbital gap (alpha / beta) in eV: 4.89 / 5.23

(2)
The following is a DFT calculation (ωB97M-V with the def2-TZVPD basis set) of C24H40BBr2Cl28F3NO2 as an isolated structure at a distorted geometry.

XYZ file:
```
101
Properties=species:S:1:pos:R:3:lowdin_charge:R:1
O 2.801 3.445 2.856 -0.099
O 2.543 4.364 1.879 -0.208
C 1.605 3.867 0.872 -0.137
B 1.089 2.325 1.070 -0.597
C -0.260 2.162 0.080 -0.177
C -1.183 1.045 0.748 -0.203
C -2.367 0.499 -0.172 -0.707
F -3.479 1.394 -0.097 -0.096
Br -1.827 0.025 -2.013 0.767
C -2.887 -0.888 0.524 -0.724
F -2.182 -2.001 -0.021 -0.099
F -2.698 -0.832 1.932 -0.032
Br -4.822 -1.140 0.142 0.729
C 2.136 1.179 0.550 -0.068
C 2.613 1.091 -0.907 -0.030
C 3.536 -0.013 -1.339 -0.190
N 4.119 -1.081 -0.630 -0.060
C 3.694 -0.936 0.726 -0.376
C 2.783 0.057 1.393 -0.102
H 3.690 3.041 2.747 0.115
H 2.175 3.900 -0.135 0.111
H 0.745 4.606 0.769 0.102
H 0.697 2.072 2.164 0.042
H 0.030 1.953 -0.999 0.055
H -0.845 3.155 0.073 0.103
H -1.684 1.509 1.668 0.102
H -0.531 0.187 1.129 0.119
H 2.246 1.852 -1.665 0.096
H 3.814 -0.007 -2.455 0.093
H 4.139 -1.731 1.425 0.092
H 2.571 -0.051 2.519 -0.017
C 3.139 5.398 5.498 -1.026
Cl 2.166 4.757 6.829 0.471
Cl 3.700 7.040 5.847 0.487
H 4.003 4.754 5.350 0.001
H 2.533 5.415 4.593 0.020
C 7.928 -0.514 -0.782 -1.030
Cl 7.537 -0.073 0.882 0.502
Cl 8.989 0.686 -1.533 0.473
H 8.431 -1.480 -0.783 0.025
H 7.004 -0.579 -1.355 0.016
C -8.755 -1.608 -1.087 -1.002
Cl -8.207 -0.343 -2.193 0.546
Cl -7.409 -2.253 -0.139 0.448
H -9.496 -1.190 -0.408 -0.057
H -9.200 -2.416 -1.665 0.037
C -5.491 -3.230 3.254 -1.033
Cl -6.860 -2.366 3.968 0.518
Cl -5.287 -4.823 3.993 0.506
H -5.669 -3.355 2.188 -0.015
H -4.585 -2.647 3.410 0.022
C -7.411 0.111 -5.905 -1.009
Cl -8.390 1.340 -6.713 0.507
Cl -7.338 -1.377 -6.858 0.539
H -6.401 0.494 -5.771 0.034
H -7.853 -0.113 -4.936 -0.032
C -0.192 -0.594 4.330 -0.971
Cl 1.562 -0.807 4.234 0.578
Cl -0.643 1.107 4.222 0.583
H -0.662 -1.142 3.516 0.014
H -0.539 -0.983 5.286 0.020
C 1.361 -3.935 -0.587 -0.968
Cl 1.890 -2.400 0.118 0.715
Cl 1.914 -4.095 -2.262 0.470
H 1.773 -4.755 -0.001 0.024
H 0.273 -3.979 -0.569 0.008
C 10.767 -0.003 -5.160 -1.035
Cl 10.204 -1.456 -4.328 0.495
Cl 10.693 -0.199 -6.915 0.482
H 10.136 0.836 -4.871 0.008
H 11.797 0.194 -4.869 0.029
C -10.261 -2.985 2.526 -1.019
Cl -10.928 -1.710 1.498 0.550
Cl -10.839 -4.579 2.026 0.506
H -9.175 -2.964 2.455 -0.036
H -10.568 -2.805 3.555 0.030
C 9.900 3.446 -8.552 -1.035
Cl 9.136 3.039 -7.012 0.501
Cl 10.307 5.164 -8.632 0.496
H 10.812 2.861 -8.659 0.020
H 9.212 3.208 -9.361 0.027
C -10.268 -2.060 -8.760 -1.051
Cl -10.166 -3.430 -9.873 0.493
Cl -11.069 -0.678 -9.517 0.491
H -10.837 -2.360 -7.882 0.029
H -9.262 -1.768 -8.466 -0.059
C 1.416 1.345 9.259 -1.016
Cl 2.005 0.836 7.675 0.492
Cl 0.916 3.039 9.226 0.482
H 0.563 0.729 9.539 0.024
H 2.214 1.223 9.989 0.024
C 6.142 0.860 7.044 -1.030
Cl 4.974 2.081 6.529 0.500
Cl 6.680 -0.128 5.680 0.501
H 7.005 1.358 7.481 0.024
H 5.673 0.213 7.784 0.022
C -2.739 -3.772 -3.733 -1.005
Cl -3.776 -2.916 -2.585 0.486
Cl -1.043 -3.321 -3.525 0.501
H -2.841 -4.843 -3.570 0.025
H -3.050 -3.521 -4.745 0.024
```

Summary:
E_LUMO in eV: 1.5
Net charge: -1
E_tot in hartree: -19501.3435
Energy above the lowest of the compared OMol25 structures with the same formula, charge and spin in kcal per mole: 101.9
Orbital gap in eV: 7.09